1.
{
  "formula": "C12H43N2O8",
  "method": "ωB97M-V/def2-TZVPD",
  "symbols": ["N", "C", "C", "C", "N", "C", "H", "H", "H", "H", "H", "H", "H", "H", "H", "H", "H", "C", "O", "H", "H", "H", "H", "C", "O", "H", "H", "H", "H", "C", "O", "H", "H", "H", "H", "C", "O", "H", "H", "H", "H", "C", "O", "H", "H", "H", "H", "C", "O", "H", "H", "H", "H", "C", "O", "H", "H", "H", "H", "C", "O", "H", "H", "H", "H"],
  "coordinates": [[0.11851, -0.09380, -0.15193], [1.04788, -0.45111, -1.21248], [0.56320, -0.48623, -2.68500], [1.62161, 0.23648, -3.52022], [2.79376, 0.44481, -2.57711], [2.15620, 0.60052, -1.22744], [-0.60655, -0.80771, -0.08820], [-0.36901, 0.76735, -0.39111], [1.45268, -1.43351, -0.95297], [-0.40020, 0.01118, -2.76974], [0.42280, -1.50732, -3.02960], [1.31137, 1.23225, -3.82620], [1.96492, -0.30821, -4.39506], [3.31584, 1.28417, -2.82581], [3.44291, -0.34050, -2.60617], [2.86428, 0.60934, -0.40413], [1.69090, 1.58898, -1.24441], [0.62605, -1.16152, 2.87174], [0.94319, -1.02490, 4.25878], [0.62949, -2.22722, 2.65011], [-0.35995, -0.76395, 2.62638], [1.37347, -0.66736, 2.24990], [0.97527, -0.08327, 4.45243], [3.72296, 0.04226, 5.80186], [3.46703, 1.22239, 5.03301], [4.56284, -0.45817, 5.32513], [4.00246, 0.28260, 6.82822], [2.87053, -0.63728, 5.79619], [2.76918, 1.72550, 5.46514], [-3.07625, 2.95257, 0.10757], [-1.93659, 2.46811, -0.62236], [-3.94815, 2.46782, -0.32473], [-3.00937, 2.69448, 1.16470], [-3.18343, 4.03349, 0.00502], [-1.16512, 2.90990, -0.24584], [-3.19967, -0.14865, -2.23491], [-4.06525, -1.16043, -1.73579], [-2.51012, -0.65345, -2.90779], [-3.74616, 0.60818, -2.80460], [-2.61766, 0.34057, -1.45305], [-4.71729, -0.76980, -1.14740], [-2.96571, 5.01442, -3.22591], [-1.73836, 4.61556, -2.63336], [-2.74299, 5.84741, -3.88851], [-3.41541, 4.21295, -3.81870], [-3.69121, 5.35504, -2.48152], [-1.90368, 3.87217, -2.03976], [-1.47994, -4.06498, -1.84433], [-1.75639, -2.97038, -2.71335], [-0.43443, -4.33288, -1.99321], [-1.63396, -3.79474, -0.79765], [-2.09083, -4.93760, -2.08625], [-2.68660, -2.74035, -2.59345], [4.74040, 0.07326, 1.65460], [3.55576, 0.83809, 1.80733], [4.85623, -0.14508, 0.59114], [5.62719, 0.61926, 1.98462], [4.68805, -0.87737, 2.19138], [3.44502, 1.03071, 2.75437], [-1.86120, -3.80052, 2.08339], [-2.04778, -2.58152, 1.36501], [-0.91932, -4.22819, 1.74638], [-1.80064, -3.63026, 3.16029], [-2.65972, -4.51663, 1.87767], [-2.88303, -2.19692, 1.64769]],
  "e_homo_ev": -12.164,
  "total_charge": 1,
  "e_lumo_ev": -2.879,
  "energy_ha": -1194.0743,
  "relative_energy_kcal_mol": 0.0
}

2.
{
  "formula": "C5H10O2",
  "method": "ωB97M-V/def2-TZVPD",
  "symbols": ["C", "C", "C", "C", "O", "C", "H", "H", "H", "H", "H", "H", "H", "H", "H", "H", "O"],
  "coordinates": [[-0.15819, 1.74931, 2.52030], [-0.37725, 0.77719, 1.60212], [-0.15512, 0.98165, 0.18626], [-0.32029, 0.04029, -0.75213], [-0.87691, -1.18337, -0.36466], [-0.13970, 0.19514, -2.22046], [-0.91811, 2.02815, 3.24504], [0.70318, 2.41216, 2.50863], [-0.77148, -0.15826, 1.98972], [0.40983, 1.86295, -0.09615], [-1.76385, -1.00675, -0.02142], [0.67776, 0.87855, -2.43429], [-1.08132, 0.40980, -2.72239], [0.23260, -0.74529, -2.63724], [2.20022, -2.77849, -0.56832], [0.77570, -2.67040, -0.39555], [1.56291, -2.79263, 0.16053]],
  "e_homo_ev": -7.926,
  "e_lumo_ev": 0.473,
  "energy_ha": -346.9000,
  "relative_energy_kcal_mol": 78.7,
  "smiles": "C=C/C=C(/C)O.O"
}

3.
{
  "formula": "C24H18Cl2N3O3SY",
  "method": "ωB97M-V/def2-TZVPD",
  "symbols": ["Y", "S", "C", "C", "C", "C", "C", "C", "C", "C", "C", "N", "H", "H", "H", "H", "H", "H", "N", "C", "C", "C", "C", "N", "C", "C", "H", "H", "H", "H", "Cl", "C", "C", "C", "C", "Cl", "C", "C", "C", "O", "C", "C", "O", "O", "H", "H", "H", "H", "H", "H", "H", "H"],
  "coordinates": [[1.12515, -0.19270, -0.42683], [4.58661, -1.22857, 2.87619], [3.14413, -1.39494, 3.76800], [2.03961, -1.21326, 2.98870], [2.31933, -0.92231, 1.61425], [3.67866, -0.89896, 1.42403], [4.34761, -0.59589, 0.15973], [5.73422, -0.56534, 0.01161], [6.28581, -0.26504, -1.21620], [5.45077, 0.00310, -2.29342], [4.08932, -0.04036, -2.08103], [3.54301, -0.32793, -0.89245], [3.18510, -1.61436, 4.82465], [1.04066, -1.26587, 3.40688], [6.36445, -0.77855, 0.86447], [7.36185, -0.23945, -1.33506], [5.84366, 0.24146, -3.27114], [3.39040, 0.15742, -2.88455], [-2.93451, -6.93439, -0.18992], [-2.33288, -5.95792, -0.24173], [-1.57276, -4.73430, -0.30297], [-1.64669, -3.90823, -1.41610], [-0.89479, -2.74950, -1.43144], [-0.09998, -2.38842, -0.41460], [-0.03570, -3.19073, 0.65587], [-0.74942, -4.36775, 0.75464], [-2.27572, -4.16370, -2.25650], [-0.91247, -2.08268, -2.28266], [0.62623, -2.87444, 1.45230], [-0.66571, -4.98884, 1.63465], [0.64108, -0.16426, -2.97473], [-4.66721, 3.08777, 1.81877], [-4.21507, 2.96383, 0.39027], [-5.11440, 2.77754, -0.64530], [-4.67327, 2.66153, -1.95709], [-5.83262, 2.42075, -3.23253], [-3.32894, 2.73107, -2.25292], [-2.41400, 2.92008, -1.22388], [-2.85268, 3.03485, 0.08641], [-2.02516, 3.22453, 1.15925], [-0.65124, 3.33486, 0.90098], [0.00220, 2.03574, 0.48414], [1.16868, 2.09644, -0.00131], [-0.60976, 0.93352, 0.60303], [-5.75061, 3.00632, 1.88797], [-4.35947, 4.04674, 2.23888], [-4.21310, 2.31147, 2.43645], [-6.17420, 2.72155, -0.43109], [-2.98650, 2.63487, -3.27401], [-1.36232, 2.96268, -1.47271], [-0.17757, 3.65797, 1.82696], [-0.43977, 4.08256, 0.13309]],
  "e_homo_ev": -8.338,
  "e_lumo_ev": -1.019,
  "energy_ha": -2672.4541,
  "relative_energy_kcal_mol": 5.1
}

4.
{
  "formula": "C5H15NO",
  "method": "ωB97M-V/def2-TZVPD",
  "symbols": ["C", "C", "C", "C", "C", "N", "H", "H", "H", "H", "H", "H", "H", "H", "H", "H", "H", "H", "H", "H", "H", "O"],
  "coordinates": [[0.63689, -2.25369, 1.11724], [0.19689, -0.97138, 0.38816], [0.28626, 0.33244, 1.16328], [1.09527, 1.40860, 0.45282], [0.67775, 1.82941, -0.96701], [-0.77308, 2.16055, -1.06595], [1.62250, -2.19186, 1.57029], [0.47789, -3.15209, 0.53375], [-0.07919, -2.37133, 1.93869], [0.88783, -0.81141, -0.44500], [-0.76626, -1.15574, -0.09618], [0.85036, 0.12183, 2.10709], [-0.64810, 0.73525, 1.56079], [2.17230, 1.23948, 0.38363], [1.01118, 2.34188, 1.05938], [0.86375, 0.93693, -1.58824], [1.34445, 2.56127, -1.43113], [-1.02132, 1.81411, -1.98725], [-1.28817, 1.57967, -0.41364], [-3.06435, -1.36842, -2.00722], [-2.25678, -1.25532, -0.68162], [-2.22607, -1.53020, -1.59189]],
  "e_homo_ev": -9.238,
  "e_lumo_ev": 0.698,
  "energy_ha": -329.4635,
  "relative_energy_kcal_mol": 27.7,
  "smiles": "CCCCCN.O"
}

5.
{
  "formula": "C22H29F5O18S",
  "method": "ωB97M-V/def2-TZVPD",
  "symbols": ["C", "C", "C", "C", "C", "C", "C", "O", "S", "O", "O", "H", "H", "H", "H", "H", "H", "H", "H", "H", "H", "H", "H", "H", "H", "C", "C", "O", "C", "O", "O", "F", "H", "H", "H", "C", "C", "O", "C", "O", "O", "F", "H", "H", "H", "C", "C", "O", "C", "O", "O", "F", "H", "H", "H", "C", "C", "O", "C", "O", "O", "F", "H", "H", "H", "C", "C", "O", "C", "O", "O", "F", "H", "H", "H"],
  "coordinates": [[3.17947, -0.22508, -0.73678], [2.27675, -1.10968, 0.11026], [1.83327, -2.35833, -0.66872], [0.32003, -2.57543, -0.78888], [-0.28661, -1.58152, -1.81955], [-1.49833, -0.76600, -1.36292], [-1.42681, -0.35571, 0.07374], [-1.58733, -1.48559, 0.95214], [-0.49084, -2.63532, 0.81695], [0.44518, -2.53806, 1.88996], [-1.21712, -3.86208, 0.83567], [3.49488, 0.66874, -0.21772], [2.64144, 0.06735, -1.63391], [4.06133, -0.77135, -1.04855], [1.43893, -0.56088, 0.51689], [2.85570, -1.45586, 0.95721], [2.29216, -3.26701, -0.29665], [2.17160, -2.23874, -1.69271], [0.16433, -3.57544, -1.16144], [0.48010, -0.89478, -2.15541], [-0.59737, -2.16506, -2.67542], [-2.41720, -1.29334, -1.59461], [-1.51411, 0.15128, -1.94422], [-0.49667, 0.16516, 0.28454], [-2.25375, 0.30525, 0.29166], [3.41843, 4.73568, 0.37621], [2.49151, 4.92632, -0.80176], [3.18286, 4.26021, -1.84586], [3.93833, 3.28055, -1.27491], [4.42584, 2.37471, -1.85867], [4.02706, 3.47540, 0.06449], [2.34847, 6.23561, -1.13411], [4.18253, 5.51303, 0.41585], [2.90021, 4.68827, 1.32950], [1.50685, 4.47812, -0.68171], [-1.77914, -4.34883, 4.75837], [-0.97007, -3.11028, 5.03732], [-0.48872, -3.33282, 6.35733], [-0.39805, -4.68062, 6.52208], [0.20843, -5.22294, 7.38321], [-1.07172, -5.32644, 5.53485], [-1.73401, -1.99032, 5.02978], [-2.80392, -4.25877, 5.12053], [-1.78740, -4.61878, 3.70474], [-0.12463, -2.97557, 4.36148], [0.08785, 3.37944, -5.03276], [-0.71741, 4.65829, -4.98963], [-1.23172, 4.64472, -3.66262], [-0.35421, 3.94417, -2.89557], [-0.34360, 3.95300, -1.70753], [0.50317, 3.24806, -3.66605], [-1.74760, 4.64715, -5.86343], [-0.53494, 2.52791, -5.30840], [0.94800, 3.42992, -5.69341], [-0.13473, 5.56822, -5.13680], [0.93365, -7.27093, 3.59015], [2.21540, -8.06514, 3.51068], [2.58260, -7.91080, 2.14886], [2.06492, -6.72403, 1.71416], [2.38388, -6.17449, 0.71485], [1.14540, -6.26357, 2.59328], [2.02561, -9.37917, 3.77705], [0.07085, -7.87916, 3.31602], [0.76083, -6.82134, 4.56344], [3.02138, -7.69016, 4.14276], [-4.15063, 6.08293, -2.68089], [-4.44212, 6.97993, -1.50046], [-5.83276, 7.21270, -1.63046], [-6.37375, 6.13755, -2.27599], [-7.52840, 5.89221, -2.33113], [-5.39154, 5.38592, -2.83665], [-3.78156, 8.16024, -1.57802], [-3.94245, 6.66316, -3.58097], [-3.33475, 5.39007, -2.50310], [-4.24326, 6.52818, -0.52762]],
  "e_homo_ev": -10.710,
  "e_lumo_ev": -0.028,
  "energy_ha": -3107.5937,
  "smiles": "CCC[C@@H]1CCCOS1(=O)=O.O=C1OC[C@@H](F)O1.O=C1OC[C@@H](F)O1.O=C1OC[C@@H](F)O1.O=C1OC[C@@H](F)O1.O=C1OC[C@@H](F)O1"
}

6.
{
  "formula": "C5H10N",
  "method": "ωB97M-V/def2-TZVPD",
  "symbols": ["C", "C", "C", "C", "C", "N", "H", "H", "H", "H", "H", "H", "H", "H", "H", "H"],
  "coordinates": [[-1.49392, 0.89025, -0.30091], [-2.23612, -0.04312, 0.15518], [1.21150, 0.27104, -0.07880], [-3.75573, -0.22080, 0.10670], [3.61886, -0.17635, -0.13600], [2.38021, 0.30446, 0.43563], [-1.68709, -0.86080, 0.87326], [1.04883, -0.23114, -1.01211], [-0.83441, 1.36981, -0.96030], [-4.02381, -0.24365, 1.17856], [-4.07018, -1.13940, -0.19759], [-4.04859, 0.57888, -0.62033], [3.59042, -1.23138, 0.28286], [3.37887, -0.36314, -1.16305], [4.56530, 0.51552, 0.05782], [2.35585, 0.57983, 1.37909]],
  "e_homo_ev": [-12.875, -12.884],
  "total_charge": 1,
  "e_lumo_ev": [-5.840, -5.833],
  "energy_ha": -250.7674,
  "relative_energy_kcal_mol": 149.3
}